Density functional theory data (ωB97M-V/def2-TZVPD) for a molecular structure, C50H49ClCsN9O4SSi in a non-equilibrium geometry.

Structure (XYZ):
```
116
Properties=species:S:1:pos:R:3:lowdin_charge:R:1
Cs -0.43440 -0.25881 0.68397 1.16
C 2.44282 -3.71300 1.39646 -0.08
C 1.77302 -4.26043 2.47795 -0.09
C 0.39681 -4.14526 2.54617 -0.03
C -0.27636 -3.49549 1.51332 -0.25
N 0.37434 -2.94295 0.48562 -0.01
C 1.69936 -3.04667 0.43586 -0.15
C -1.77710 -3.44973 1.50526 -0.26
C -2.47205 -4.59729 1.86024 -0.07
C -3.87041 -4.53747 1.78712 -0.11
C -4.49266 -3.38399 1.40480 -0.04
C -3.71488 -2.22091 1.10470 -0.22
N -2.35359 -2.30749 1.14412 0.03
C -4.28804 -0.98477 0.76503 -0.22
C -5.65448 -0.62289 0.87852 -0.07
C -6.18324 0.55829 0.46223 -0.09
C -5.38613 1.51985 -0.35052 -0.15
C -3.96509 0.98739 -0.71714 -0.11
N -3.42729 0.07515 0.31846 -0.02
H 3.52000 -3.77082 1.30673 0.10
H 2.31985 -4.75912 3.27014 0.10
H -0.15925 -4.51928 3.39400 0.12
H 2.17816 -2.56852 -0.41028 0.12
H -1.95302 -5.50637 2.12681 0.09
H -4.46179 -5.42082 2.00818 0.09
H -5.56866 -3.35060 1.30700 0.09
H -6.32395 -1.32945 1.36078 0.09
H -7.23138 0.77082 0.63243 0.07
H -5.93630 1.80211 -1.25371 0.13
H -3.72641 0.72764 -1.74493 0.13
S -2.30670 4.57739 -1.12324 1.08
C -0.89466 4.35136 -2.09967 -0.47
C -0.23746 5.25803 -2.92683 -0.11
C 0.81935 4.79250 -3.68455 -0.11
C 1.21285 3.44958 -3.62583 -0.12
C 0.58264 2.55010 -2.78883 0.01
C -0.47679 3.01584 -2.00961 -0.28
N -1.22257 2.23520 -1.14591 0.09
C -2.20928 2.88153 -0.63860 -0.46
C -3.36375 2.20972 0.01512 -0.28
C -4.71252 2.87035 0.23701 -0.18
C -4.86399 3.36292 1.64964 -0.05
C -4.24043 2.73765 2.66123 -0.10
C -3.58148 1.45285 2.42457 -0.03
C -3.25695 1.19535 1.15367 -0.25
H -0.55197 6.29201 -2.98442 0.10
H 1.34289 5.47616 -4.34137 0.10
H 2.02642 3.10501 -4.25040 0.11
H 0.84410 1.49664 -2.76085 0.09
H -4.90262 3.68293 -0.46799 0.11
H -5.45179 4.25315 1.83601 0.09
H -4.34476 3.10673 3.67567 0.09
H -3.61957 0.67303 3.17313 0.12
C -0.59558 3.04800 3.59513 -0.02
C 0.51165 3.70159 2.82205 -0.33
C 0.74739 5.07136 2.91277 -0.07
C 1.79828 5.60127 2.17796 -0.10
C 2.57017 4.77764 1.38511 -0.04
C 2.24796 3.41117 1.33552 -0.36
N 1.23886 2.90416 2.04967 0.17
N 2.90977 2.50500 0.55509 0.01
Si 4.13848 2.63788 -0.65844 0.43
C 3.82065 4.03584 -1.86745 -0.16
C 4.13069 0.99924 -1.54447 -0.15
C 5.83063 2.92381 0.12304 -0.18
H -0.61398 3.40383 4.62676 0.08
H -0.46579 1.96778 3.58895 0.07
H -1.56198 3.27831 3.14414 0.06
H 0.12552 5.69315 3.54249 0.10
H 2.02084 6.66144 2.22948 0.09
H 3.40547 5.16644 0.82458 0.08
H 2.83763 3.92534 -2.32888 -0.01
H 4.57224 4.00573 -2.65864 0.03
H 3.86493 5.02087 -1.40835 0.02
H 3.13606 0.76680 -1.92646 0.03
H 4.40868 0.18979 -0.87073 0.02
H 4.82718 1.00243 -2.38509 0.03
H 5.88814 3.90052 0.60597 0.02
H 6.62404 2.87026 -0.62495 0.02
H 6.02822 2.16747 0.88277 0.02
C -4.95926 -0.73752 -3.61736 -0.03
C -4.21221 -1.43754 -4.71295 -0.19
C -4.81808 -1.72209 -5.92457 -0.09
C -4.11524 -2.37372 -6.92439 -0.68
Cl -4.91907 -2.72556 -8.44685 0.58
C -2.80173 -2.74883 -6.73930 -0.12
C -2.17310 -2.47316 -5.53204 0.01
C -2.87307 -1.82212 -4.51717 -0.22
O -2.35502 -1.52781 -3.30628 -0.02
C -1.15643 -2.20300 -2.87923 -0.08
C 0.19015 -1.57397 -3.36445 -0.68
O 0.74116 -2.08967 -4.35484 -0.06
O 0.55049 -0.56675 -2.72243 -0.09
H -6.02824 -0.72081 -3.82834 0.08
H -4.61584 0.29234 -3.51522 0.08
H -4.79317 -1.21959 -2.65481 0.09
H -5.85154 -1.44294 -6.08605 0.10
H -2.26000 -3.24683 -7.53148 0.10
H -1.12689 -2.71758 -5.38705 0.10
H -1.22322 -3.25535 -3.17016 0.12
H -1.15211 -2.10440 -1.79750 0.08
C 4.45219 -1.58897 3.93036 -0.08
N 3.13626 -1.01881 3.95285 -0.12
C 2.14113 -1.60024 4.81575 -0.10
C 0.83926 -1.20834 4.10423 -0.56
O -0.26375 -1.40793 4.59774 -0.01
N 1.12890 -0.65700 2.91355 -0.04
C 2.48151 -0.59924 2.77463 -0.52
N 3.07102 -0.18315 1.70155 0.11
H 4.87681 -1.57364 4.93763 0.08
H 5.11523 -1.00430 3.29172 0.07
H 4.46030 -2.63075 3.57161 0.08
H 2.17002 -1.20399 5.83504 0.12
H 2.21250 -2.69626 4.86194 0.11
H 2.68125 1.54115 0.84103 0.04
H 4.08158 -0.22344 1.81308 0.02
```

Its net charge is -2. The value obtained for the largest force on an atom is 1.8 eV Å⁻¹. The value obtained for the energy above the lowest of the compared OMol25 structures with the same formula, charge and spin is 1.701 eV. Its LUMO energy is 3.61 eV. The electronic energy is -3896.64694 hartree. The value obtained for the HOMO-LUMO gap is 4.8234 eV.